Record 1
Entry from the OMol25 dataset: a molecular structure, H18O21S3Zn3 (the ωB97M-V functional and the def2-TZVPD basis).

XYZ file:
```
45
Properties=species:S:1:pos:R:3:forces:R:3
Zn -1.978926 -2.495226 0.866703 1.603 0.364 1.880
Zn 0.246894 0.722014 -2.768567 2.333 -0.488 -0.936
Zn 1.563014 0.641854 2.126323 0.162 -1.510 0.112
S 2.907104 0.942364 -2.851937 2.897 -0.262 -0.014
O 3.790904 -0.100906 -3.272857 0.633 -0.635 -0.784
O 2.032504 0.411754 -1.797517 -1.939 -0.908 3.825
O 3.605194 2.119504 -2.389877 -0.273 0.905 0.033
O 1.839364 1.208404 -3.828037 -1.555 1.360 -3.453
S 0.024674 -1.807796 3.552003 -2.328 0.093 7.563
O -0.760676 -2.393586 2.453573 -1.915 -1.978 -3.003
O 0.475324 -2.831636 4.531903 -0.497 0.923 -2.479
O 1.132684 -1.055476 3.040663 4.261 1.528 -2.385
O -0.817096 -0.792756 4.231823 -0.122 -0.465 -0.560
S -0.788936 -0.318516 0.015073 2.469 0.167 1.933
O 0.102574 0.352284 0.951353 -1.898 0.286 -1.977
O -0.476216 -1.726706 -0.146547 1.732 -2.325 -1.382
O -2.104126 -0.493266 0.638323 -2.571 0.977 -0.375
O -0.746036 0.309264 -1.276717 -2.316 0.700 0.329
O 0.912404 -3.581066 -1.299877 0.157 -0.423 -0.828
H 0.340794 -3.003316 -0.794207 0.191 0.506 0.447
H 0.312594 -4.153646 -1.778007 0.021 -0.487 -0.112
O -0.101616 2.692924 -2.554937 -0.993 0.904 0.119
H -0.334386 3.253814 -3.294837 0.012 0.086 -0.422
H 0.405814 3.259964 -1.974247 0.514 -0.138 0.213
O 0.370554 -1.273726 -3.398577 -0.921 -0.072 -0.539
H 0.936514 -1.620656 -4.088187 0.526 0.305 -0.277
H 0.264674 -2.001696 -2.786137 0.269 -0.309 0.761
O 0.332834 1.845094 3.288423 0.415 0.635 0.071
H -0.126516 1.448804 4.028813 -0.633 -1.286 0.333
H 0.263624 2.787714 3.439753 0.244 0.265 -0.106
O -2.581416 1.009704 2.556223 -0.336 0.861 0.901
H -2.697586 0.478734 1.768313 0.168 -0.048 0.226
H -2.614286 1.913744 2.243393 -0.148 0.263 0.074
O 2.686274 -0.313346 0.509793 0.478 -0.167 3.101
H 2.466694 0.068114 -0.340207 -0.559 0.610 -2.035
H 3.625894 -0.158636 0.606743 0.457 -0.272 -0.132
O -3.180756 -2.575026 -0.819347 -0.344 -0.346 0.564
H -4.115456 -2.482346 -0.635057 -0.518 0.174 0.100
H -3.141916 -2.827836 -1.741737 0.485 -0.221 -0.336
O 2.094054 2.507404 1.245323 0.107 0.155 0.158
H 2.878374 3.054224 1.290783 0.528 -0.041 -0.061
H 1.400164 3.105624 0.968043 -0.388 -0.052 -0.117
O -3.784636 1.321294 -0.416897 -0.621 0.372 -0.530
H -3.296906 2.030784 0.001423 0.023 0.156 0.048
H -3.364026 0.521804 -0.100457 0.191 -0.164 0.052
```
Positions in Å, forces in eV/Å.

The value obtained for the gap between HOMO and LUMO is 5.61 eV. The LUMO energy comes out at -0.08116 hartree. The relative energy (zero: lowest compared OMol25 entry of this formula, charge and spin) is 5.3 kcal per mole.

---

Record 2
Entry from the OMol25 dataset: C6H14N2 in the gas phase (the ωB97M-V functional and the def2-TZVPD basis).

XYZ file:
```
22
Properties=species:S:1:pos:R:3:forces:R:3
C 1.056901 1.896968 0.479689 1.727 2.197 -0.366
C 0.234055 0.913052 0.808744 -0.826 -0.265 -0.198
C 0.390501 -0.491125 0.247802 -2.273 0.339 -1.437
C 0.800827 -0.517011 -1.272438 -0.510 0.533 1.181
C 1.109522 -1.932675 -1.671305 -0.265 -1.011 -0.290
N -0.227637 0.064564 -2.166457 0.326 0.868 0.777
N -0.895014 1.176842 1.570148 -0.759 -1.170 0.867
C -1.823643 0.178283 2.164114 0.865 1.482 -0.593
H 1.189233 2.842320 1.008347 -1.085 -0.131 0.353
H 1.701813 2.042941 -0.386016 0.125 -1.350 0.122
H -0.644467 -0.875758 0.107178 0.488 -0.303 0.728
H 0.956085 -1.143958 0.912358 0.145 0.084 -0.173
H 1.581500 0.235651 -1.306042 0.776 -0.606 -0.594
H 0.197041 -2.401659 -2.059720 -0.014 0.311 -0.295
H 1.866955 -2.026979 -2.449952 0.016 0.013 0.135
H 1.310196 -2.616842 -0.836871 0.603 0.487 -0.002
H -0.396042 0.972937 -1.730882 -0.096 0.181 -0.552
H -1.149513 -0.363279 -2.169841 0.284 -0.640 0.272
H -1.114427 2.099046 1.889136 0.592 0.459 -0.335
H -2.818853 0.316051 1.733433 0.057 -0.349 -0.225
H -1.945667 0.398837 3.230619 0.341 -0.612 -0.017
H -1.379365 -0.768207 1.897956 -0.519 -0.519 0.643
```
Positions in Å, forces in eV/Å.

The value obtained for the gap between HOMO and LUMO is 8.63 eV. The LUMO energy comes out at 0.03509 hartree. As for the structure (SMILES): C=C(C[C@@H](C)N)NC. The relative energy (zero: lowest compared OMol25 entry of this formula, charge and spin) is 45.1 kcal per mole.

---

Record 3
Entry from the OMol25 dataset: 2 unconnected molecules or ions with the total composition C9H14 (the ωB97M-V functional and the def2-TZVPD basis).

XYZ file:
```
23
Properties=species:S:1:pos:R:3:forces:R:3
C -1.729244 0.932744 1.575600 1.461 1.199 -0.938
C -1.440486 -0.208690 0.596924 -0.432 1.783 0.706
C -1.207239 -1.477177 0.942052 1.848 -4.131 -0.124
C -0.677404 -2.481009 -0.018396 -1.532 2.321 1.710
C -0.476934 -2.100483 -1.306159 1.143 0.939 -2.943
C -0.758663 -0.735352 -1.686228 -1.527 -1.183 2.307
C -1.375869 0.095664 -0.744336 1.705 -1.927 -1.581
H -1.000764 0.984550 2.392658 -0.208 -0.740 0.123
H -2.722523 0.794928 1.980410 -0.290 0.741 0.097
H -1.434371 1.971984 1.092072 -1.523 -2.005 0.579
H -1.296512 -1.876750 1.961705 0.011 0.574 -0.277
H -0.502064 -3.452805 0.377376 0.154 -0.666 -0.052
H -0.075567 -2.746430 -2.180548 -0.617 0.747 1.993
H -0.702387 -0.372945 -2.678497 0.200 -0.049 -0.942
H -1.853259 0.937482 -1.085358 -0.510 2.398 -0.694
C 2.033704 0.640390 0.222092 -0.764 -1.383 3.684
C 2.301114 1.842209 -0.582164 -1.010 -0.479 -1.846
H 2.032413 -0.294256 -0.281082 1.065 -0.927 -0.740
H 2.751820 0.661696 1.150922 -1.474 -0.696 -1.640
H 0.948400 0.485589 0.586699 1.624 1.198 -0.028
H 2.973898 1.668426 -1.429514 -0.660 -0.280 -0.371
H 2.894520 2.482492 -0.036315 0.663 2.031 1.450
H 1.317416 2.247744 -0.849914 0.673 0.535 -0.476
```
Positions in Å, forces in eV/Å.

The value obtained for the gap between HOMO and LUMO is 10.11 eV. The LUMO energy comes out at 0.03768 hartree. As for the structure (SMILES): Cc1ccccc1.CC. The relative energy (zero: lowest compared OMol25 entry of this formula, charge and spin) is 42.9 kcal per mole.

---

Max |F|
In order: 7.91; 2.82; 4.53
Unit: eV Å⁻¹